2 unconnected molecules or ions with the total composition C5H10S2. Source: the OMol25 dataset; level of theory: wB97M-V/def2-TZVPD.

Electronic energy   -992.83229 Ha
Gap between HOMO and LUMO   9.629 eV
LUMO   0.591 eV
ΔE to the lowest compared entry with this formula, charge and spin   0.8437 eV
Max |F|   0.29 eV/Å
E_HOMO   -9.04 eV

Each line ends with the Löwdin charge.
Positions of all 17 atoms, in Å:
C  1.1341  -0.5883  -1.1688  0.000
C  0.6279  0.3786  -1.9231  -0.201
C  -0.7855  0.7525  -1.9157  -0.203
C  -1.2915  1.6876  -2.7127  0.003
H  0.5213  -1.1741  -0.4945  0.045
H  2.1852  -0.8451  -1.2030  0.055
H  1.2632  0.9478  -2.5939  0.101
H  -1.4370  0.2257  -1.2262  0.099
H  -2.3417  1.9438  -2.6896  0.052
H  -0.6689  2.2302  -3.4143  0.057
C  0.7633  -1.4740  2.5522  -0.510
S  -0.2522  -0.9253  3.9455  0.346
S  -1.6637  0.2250  2.9867  0.285
H  0.1881  -2.1031  1.8776  0.022
H  1.5865  -2.0524  2.9727  0.029
H  1.1642  -0.6148  2.0196  0.020
H  -0.9932  1.3860  2.9875  -0.200

=====

A molecular structure, C26H31FFeN7O4S. Source: the OMol25 dataset; level of theory: wB97M-V/def2-TZVPD.

Electronic energy   -3455.44155 Ha
Expectation value of S²   8.8175
Gap between HOMO and LUMO (spin up / spin down)   5.963 / 6.263 eV
Multiplicity   6
LUMO (spin up / spin down)   -0.734 / -0.831 eV
ΔE to the lowest compared entry with this formula, charge and spin   0.0000 eV
Max |F|   0.52 eV/Å
E_HOMO (spin up / spin down)   -6.70 / -7.09 eV

Each line ends with the Löwdin charge.
Positions of all 71 atoms, in Å:
Fe  -0.0353  -0.5812  0.7798  0.666
C  1.0142  3.7139  -0.3072  -0.003
C  1.0751  2.2576  0.0256  -0.249
N  0.3173  1.6770  0.8724  -0.003
N  -0.6211  2.3789  1.5596  0.006
C  -1.1482  1.8047  2.6820  -0.877
N  -2.1161  2.5370  3.2681  0.103
S  -0.6093  0.3611  3.2879  0.739
C  2.0573  1.3254  -0.6118  -0.206
C  3.0693  1.7657  -1.4425  -0.002
C  3.9691  0.8337  -1.9468  -0.042
C  3.8201  -0.4924  -1.6027  -0.028
C  2.7569  -0.8560  -0.7834  -0.090
N  1.8927  0.0329  -0.2998  0.072
H  0.8432  4.3045  0.5945  0.087
H  0.2000  3.9062  -1.0118  0.097
H  1.9315  4.0736  -0.7620  0.070
H  -0.9704  3.2555  1.1981  0.146
H  -2.5963  3.2652  2.7661  0.109
H  -2.6165  2.0877  4.0162  0.099
H  3.1719  2.8095  -1.6970  0.104
H  4.7727  1.1521  -2.5976  0.114
H  4.4929  -1.2521  -1.9738  0.113
H  2.5610  -1.8850  -0.5283  0.110
C  -1.1759  1.4352  -2.5506  -0.076
C  -1.3302  0.0054  -3.0738  -0.364
C  0.0120  -0.7230  -3.0791  -0.052
C  -2.4398  -0.7670  -2.3794  -0.138
C  -3.3494  -1.4311  -3.1880  -0.060
C  -4.4326  -2.1176  -2.6564  -0.089
C  -4.6427  -2.0734  -1.2838  -0.059
C  -3.7631  -1.4327  -0.4247  -0.148
C  -4.1730  -1.3317  1.0335  -0.373
C  -4.1213  0.1048  1.5494  -0.078
C  -3.4180  -2.2809  1.9623  -0.056
C  -2.5672  -0.8397  -0.9520  -0.283
N  -1.5801  -0.3747  -0.1694  0.022
H  -0.4341  1.9731  -3.1479  0.075
H  -0.8533  1.4215  -1.5075  0.031
H  -2.1199  1.9807  -2.6094  0.082
H  -1.6523  0.0820  -4.1168  0.123
H  0.3908  -0.8242  -2.0653  0.030
H  0.7398  -0.1719  -3.6821  0.079
H  -0.0847  -1.7268  -3.4957  0.082
H  -3.2046  -1.4138  -4.2621  0.111
H  -5.1238  -2.6413  -3.3034  0.100
H  -5.5315  -2.5351  -0.8668  0.108
H  -5.2244  -1.6359  1.0494  0.121
H  -3.0971  0.4686  1.5233  0.022
H  -4.4864  0.1473  2.5796  0.076
H  -4.7387  0.7663  0.9371  0.083
H  -2.3555  -2.0502  1.9984  0.035
H  -3.5252  -3.3165  1.6289  0.075
H  -3.8184  -2.2115  2.9766  0.080
F  -2.1815  -4.3457  -3.7973  0.090
C  -1.2897  -4.8299  -2.9263  -0.186
C  -1.3298  -4.5138  -1.6316  0.063
N  -0.4254  -5.0290  -0.7209  0.007
C  -0.4299  -4.5185  0.6387  -0.021
C  -0.0039  -3.0654  0.7110  -0.623
O  -0.1603  -2.4615  1.8033  -0.090
O  0.4302  -2.4930  -0.3159  -0.047
C  0.6264  -5.8204  -1.1218  -0.471
O  1.4899  -6.2268  -0.3729  0.080
N  0.6208  -6.1361  -2.4680  0.217
C  -0.2560  -5.7036  -3.4602  -0.401
O  -0.1246  -6.0405  -4.6140  0.099
H  -2.0825  -3.8358  -1.2449  0.147
H  0.2420  -5.1268  1.2401  0.138
H  -1.4351  -4.6032  1.0536  0.133
H  1.3730  -6.7390  -2.7713  0.167

=====

A molecular structure, C2H6O2P at a distorted geometry. Source: the OMol25 dataset; level of theory: wB97M-V/def2-TZVPD.

Electronic energy   -571.61539 Ha
Gap between HOMO and LUMO   7.628 eV
Net charge   -1
LUMO   4.435 eV
ΔE to the lowest compared entry with this formula, charge and spin   3.1652 eV
Max |F|   3.79 eV/Å
E_HOMO   -3.19 eV

Each line ends with the Löwdin charge.
Positions of all 11 atoms, in Å:
C  -1.6952  1.1217  -0.3355  -0.278
C  1.0889  -1.2232  0.7270  -0.339
O  2.2896  -0.1925  -1.3773  -0.541
O  -0.2455  0.9996  -0.4925  -0.574
P  1.8339  0.2316  -0.0782  0.653
H  -1.7670  1.4865  0.6873  0.041
H  -2.2242  0.1953  -0.5965  0.038
H  0.9548  -2.0278  0.0675  0.005
H  1.5235  -1.6943  1.5485  -0.015
H  0.1878  -0.7205  0.9673  -0.020
H  -1.9466  1.8236  -1.1175  0.031

=====

> Which of these has the highest electronic energy?

C2H6O2P

=====

> Which of these has the highest max |F|?

C2H6O2P

=====

> Which formula does entry 3 have?

C2H6O2P